1.
Molecular formula: C15H29N3O9P
Method: DFT, ωB97M-V/def2-TZVPD

Each line ends with the natural charge from an NBO analysis.
CARTESIAN COORDINATES (ANGSTROEM)
C: 2.47 2.27 -0.77  -0.62
C: 1.20 1.48 -1.52  0.11
C: 1.49 1.73 -3.14  -0.65
C: -0.14 2.28 -1.05  -0.44
C: -1.53 1.39 -1.06  -0.16
N: -2.30 1.84 0.20  -0.87
P: -2.70 1.92 -2.53  2.09
N: -1.87 2.26 -3.88  -1.36
O: -3.42 3.44 -2.01  -0.97
O: -3.97 0.73 -2.78  -0.98
C: -1.33 -0.21 -0.92  -0.46
C: 0.12 -0.80 -1.39  0.11
C: 0.01 -1.32 -2.97  -0.66
C: 0.33 -2.21 -0.51  -0.63
N: 1.32 0.04 -1.09  -0.06
O: 2.45 -0.49 -1.61  -0.36
H: 3.24 2.64 -1.58  0.22
H: 3.00 1.51 -0.03  0.22
H: 2.11 3.20 -0.14  0.21
H: 2.54 1.33 -3.49  0.23
H: 1.54 2.91 -3.26  0.21
H: 0.60 1.38 -3.83  0.25
H: 0.02 2.65 0.07  0.23
H: -0.31 3.26 -1.71  0.27
H: -3.20 1.29 0.26  0.40
H: -1.68 1.59 1.02  0.36
H: -2.01 3.28 -4.14  0.40
H: -4.03 3.28 -1.22  0.50
H: -4.39 1.01 -3.65  0.51
H: -2.20 -0.77 -1.52  0.25
H: -1.50 -0.51 0.22  0.24
H: -0.45 -0.52 -3.69  0.24
H: 1.02 -1.79 -3.37  0.24
H: -0.76 -2.22 -2.94  0.22
H: 0.87 -3.00 -1.23  0.23
H: 1.04 -1.93 0.41  0.23
H: -0.72 -2.61 -0.14  0.22
C: 4.21 -2.22 1.25  -0.11
C: 5.00 -1.93 2.48  -0.10
O: 4.00 -1.84 3.49  -0.48
C: 2.93 -2.55 3.04  0.97
O: 1.95 -2.83 3.72  -0.59
O: 3.08 -2.92 1.73  -0.48
H: 4.77 -2.84 0.54  0.21
H: 3.88 -1.31 0.74  0.20
H: 5.69 -2.74 2.74  0.18
H: 5.56 -0.99 2.41  0.21
C: -3.30 -1.29 4.57  -0.10
C: -1.88 -0.98 4.19  -0.11
O: -2.00 -0.52 2.86  -0.48
C: -3.27 -0.05 2.71  0.99
O: -3.67 0.57 1.74  -0.61
O: -4.05 -0.38 3.79  -0.47
H: -3.48 -1.12 5.64  0.21
H: -3.59 -2.31 4.31  0.19
H: -1.44 -0.19 4.80  0.19
H: -1.24 -1.87 4.24  0.22

Its energy above the lowest of the compared OMol25 structures with the same formula, charge and spin is 6.113 eV. As for the expectation value of S²: 0.755. The LUMO energy (alpha / beta) is 0.46 / -0.43 eV. As for the spin multiplicity: 2. As for the HOMO-LUMO gap (alpha / beta): 0.3341 / 0.3015 hartree. For the HOMO energy (alpha / beta), the calculation gives -8.63 / -8.63 eV.

=====

2.
Molecular formula: C15H29N3OS
Method: DFT, ωB97M-V/def2-TZVPD

Each line ends with the natural charge from an NBO analysis.
CARTESIAN COORDINATES (ANGSTROEM)
C: -5.54 -3.31 0.66  -0.60
C: -5.60 -1.79 0.57  -0.40
C: -5.11 -1.28 -0.78  -0.40
C: -5.28 0.22 -0.97  -0.39
C: -4.53 1.10 0.03  -0.39
H: -4.71 2.15 -0.22  0.20
C: -3.01 0.88 0.10  -0.22
C: -2.32 1.20 -1.23  -0.40
C: -0.81 1.00 -1.12  -0.39
C: -0.23 1.88 -0.01  -0.31
C: 1.27 1.74 0.06  0.68
O: 2.07 2.63 -0.16  -0.64
N: 1.71 0.51 0.46  -0.47
N: 3.08 0.26 0.44  -0.44
C: 3.51 -0.96 0.04  0.29
N: 4.83 -1.14 -0.15  -0.59
H: 5.12 -2.09 -0.32  0.42
C: 5.85 -0.14 0.02  -0.22
C: 7.22 -0.74 -0.26  -0.61
H: 7.26 -1.12 -1.28  0.21
H: 7.42 -1.56 0.43  0.21
H: 7.99 0.01 -0.14  0.23
H: 5.67 0.70 -0.67  0.19
H: 5.82 0.26 1.04  0.20
S: 2.44 -2.23 -0.10  -0.31
H: 3.59 1.11 0.22  0.43
H: 1.17 -0.35 0.40  0.43
C: -0.90 1.54 1.32  -0.39
C: -2.41 1.75 1.21  -0.38
H: -2.88 1.50 2.16  0.21
H: -2.62 2.80 0.99  0.19
H: -0.70 0.50 1.59  0.20
H: -0.50 2.18 2.11  0.22
H: -0.43 2.93 -0.26  0.23
H: -0.61 -0.06 -0.91  0.20
H: -0.34 1.25 -2.08  0.22
H: -2.71 0.56 -2.02  0.21
H: -2.53 2.24 -1.50  0.20
H: -2.82 -0.17 0.35  0.19
H: -4.94 0.93 1.03  0.20
H: -6.34 0.47 -0.90  0.20
H: -4.96 0.49 -1.99  0.20
H: -4.06 -1.56 -0.91  0.19
H: -5.67 -1.79 -1.57  0.20
H: -6.63 -1.45 0.73  0.19
H: -4.98 -1.36 1.37  0.19
H: -5.89 -3.65 1.63  0.21
H: -6.17 -3.76 -0.11  0.20
H: -4.52 -3.66 0.52  0.20

Its energy above the lowest of the compared OMol25 structures with the same formula, charge and spin is 0.000 eV. The LUMO energy is 0.72 eV. As for the HOMO-LUMO gap: 0.3386 hartree. For the HOMO energy, the calculation gives -8.50 eV. Its structure (SMILES) is CCCCC[C@H]1CC[C@H](C(=O)NNC(=S)NCC)CC1.

=====

3.
Molecular formula: C15H29N4O7Pd
Method: DFT, ωB97M-V/def2-TZVPD

Each line ends with the natural charge from an NBO analysis.
CARTESIAN COORDINATES (ANGSTROEM)
Pd: 0.24 -0.05 -1.42  0.97
O: 3.35 -0.39 1.86  -0.76
C: 2.53 0.33 0.97  0.78
O: 1.29 0.08 1.01  -0.85
C: 2.99 1.78 0.90  -0.15
O: 2.47 2.42 -0.26  -0.51
C: 3.01 1.87 -1.44  -0.18
C: 2.72 0.38 -1.51  0.79
O: 2.14 -0.14 -2.49  -0.62
O: 3.09 -0.30 -0.48  -0.61
H: 3.75 -1.13 1.38  0.50
H: 4.08 1.83 0.91  0.19
H: 2.59 2.31 1.76  0.21
H: 4.10 2.00 -1.47  0.21
H: 2.57 2.39 -2.29  0.21
N: -1.42 -0.31 -0.15  -0.75
C: -1.31 -1.70 0.36  -0.20
C: -2.59 -2.22 0.96  -0.42
C: -2.81 -1.74 2.39  -0.42
C: -2.17 -2.67 3.43  -0.22
N: -0.78 -3.08 3.16  -0.58
C: 0.27 -2.26 3.08  0.68
N: 0.20 -1.02 3.58  -0.77
N: 1.39 -2.64 2.47  -0.77
C: -0.66 -2.65 -0.67  0.78
O: -0.65 -3.84 -0.37  -0.66
O: -0.10 -2.09 -1.67  -0.75
H: -1.24 0.34 0.61  0.41
H: -2.34 -0.11 -0.55  0.40
H: -0.53 -1.62 1.09  0.23
H: -2.55 -3.31 0.93  0.26
H: -3.43 -1.94 0.31  0.22
H: -3.88 -1.75 2.63  0.24
H: -2.49 -0.70 2.51  0.19
H: -2.74 -3.60 3.44  0.23
H: -2.26 -2.26 4.44  0.21
H: -0.66 -3.98 2.72  0.43
H: -0.53 -0.77 4.22  0.42
H: 0.98 -0.39 3.43  0.44
H: 1.37 -3.46 1.89  0.43
H: 2.05 -1.91 2.21  0.44
C: 0.27 2.19 -3.96  -0.59
C: -0.66 2.41 -2.75  -0.25
C: -0.88 3.91 -2.50  -0.60
C: -2.02 1.72 -3.04  -0.58
C: -0.16 1.74 -1.53  0.18
H: -0.23 2.59 -4.84  0.23
H: 0.48 1.13 -4.12  0.24
H: 1.21 2.72 -3.84  0.21
H: -1.28 4.38 -3.40  0.23
H: 0.06 4.41 -2.25  0.22
H: -1.59 4.08 -1.69  0.21
H: -2.43 2.19 -3.93  0.25
H: -2.73 1.87 -2.22  0.21
H: -1.89 0.65 -3.23  0.23
H: -0.21 2.31 -0.59  0.17

Its energy above the lowest of the compared OMol25 structures with the same formula, charge and spin is 0.264 eV. As for the charge: +1. The LUMO energy is -4.32 eV. As for the HOMO-LUMO gap: 0.2838 hartree. For the HOMO energy, the calculation gives -12.04 eV.

=====

4.
Molecular formula: C15H29O4PPd
Method: DFT, ωB97M-V/def2-TZVPD

Each line ends with the natural charge from an NBO analysis.
CARTESIAN COORDINATES (ANGSTROEM)
Pd: 0.86 0.03 0.41  0.64
C: 2.15 0.96 -0.87  0.40
O: 2.65 1.21 -1.88  -0.26
C: 2.04 -1.32 1.26  0.52
O: 2.85 -1.92 1.82  -0.26
C: 0.53 1.26 1.93  0.48
O: 0.45 2.03 2.79  -0.29
C: -0.89 -2.18 -1.69  -0.52
P: -1.08 -0.80 -0.49  1.30
H: -2.95 0.32 -1.46  0.30
H: -0.36 -1.69 -2.52  0.35
C: -2.44 -1.33 0.66  -0.43
H: -3.18 -1.75 -0.05  0.31
C: -2.24 -2.71 -2.22  -0.63
H: -2.90 -1.93 -2.61  0.25
H: -2.78 -3.28 -1.45  0.26
H: -2.06 -3.41 -3.06  0.34
C: 0.00 -3.32 -1.18  -0.63
H: -0.51 -3.94 -0.45  0.26
C: -1.66 1.88 -0.73  -0.62
H: 0.95 -3.00 -0.73  0.21
H: 0.27 -3.98 -2.01  0.32
C: -1.37 0.64 -2.90  -0.61
H: -0.60 2.09 -0.59  0.18
H: -2.07 2.72 -1.31  0.30
H: -2.12 1.91 0.26  0.24
C: -1.87 0.55 -1.46  -0.57
H: -1.83 1.52 -3.36  0.30
H: -1.65 -0.23 -3.50  0.25
H: -0.28 0.76 -2.91  0.21
C: -3.09 -0.17 1.42  -0.61
H: -2.35 0.36 2.03  0.23
H: -3.86 -0.55 2.12  0.35
H: -3.59 0.53 0.74  0.25
C: -1.99 -2.43 1.63  -0.63
H: -1.12 -2.09 2.22  0.23
H: -1.74 -3.36 1.10  0.25
H: -2.81 -2.66 2.34  0.35
H: -0.21 3.86 -2.06  0.06
H: 0.33 3.69 -1.56  -0.06
C: 3.77 3.15 2.73  -0.69
C: 3.80 2.15 1.63  0.69
C: 4.98 1.22 1.56  -0.71
O: 2.88 2.09 0.77  -0.21
H: 4.78 3.34 3.11  0.33
H: 3.15 2.76 3.54  0.32
H: 3.33 4.06 2.34  0.31
H: 4.72 0.24 2.00  0.31
H: 5.27 1.08 0.51  0.31
H: 5.84 1.61 2.12  0.33

As for the expectation value of S²: 6.015. As for the charge: +4. The LUMO energy (alpha / beta) is -13.90 / -19.11 eV. As for the spin multiplicity: 5. As for the HOMO-LUMO gap (alpha / beta): 0.3725 / 0.1809 hartree. For the HOMO energy (alpha / beta), the calculation gives -24.03 / -24.03 eV.